The following is a quantum chemistry calculation of a cluster of 2 separate species, C29H30NO9S2 in total, from OMol25.

Cartesian coordinates (Å):
C (-5.9740, -2.1680, -1.3398)
N (-4.8324, -2.4771, -2.1782)
C (-5.0403, -3.6373, -3.0273)
C (-3.5580, -2.1235, -1.7269)
C (-2.6866, -3.0767, -1.1579)
C (-1.4500, -2.6794, -0.6748)
C (-1.0282, -1.3420, -0.8082)
C (0.3551, -0.9311, -0.5808)
C (1.3314, -1.4166, -1.3797)
C (2.6597, -0.8158, -1.6842)
O (2.9095, 0.3527, -1.8831)
O (3.6759, -1.7251, -1.8319)
C (3.3430, -3.1329, -1.7773)
C (4.5190, -3.8326, -2.4592)
C (3.1727, -3.6122, -0.3528)
O (2.1631, -3.3632, -2.5733)
C (1.1087, -2.4846, -2.4164)
O (0.1469, -2.5696, -3.1548)
C (-1.9252, -0.3750, -1.2955)
C (-3.1650, -0.7590, -1.7632)
H (-5.8133, -1.2328, -0.7929)
H (-6.8546, -2.0684, -1.9880)
H (-6.1557, -2.9729, -0.6043)
H (-4.2515, -3.6804, -3.7879)
H (-5.0525, -4.5785, -2.4518)
H (-6.0160, -3.5237, -3.5217)
H (-3.0015, -4.1282, -1.0988)
H (-0.7864, -3.4007, -0.1810)
H (0.5799, -0.1545, 0.1339)
H (4.6274, -3.4693, -3.4846)
H (5.4372, -3.6026, -1.9165)
H (4.3889, -4.9162, -2.4740)
H (2.3165, -3.1335, 0.1326)
H (3.0303, -4.6993, -0.3558)
H (4.0875, -3.3844, 0.2049)
H (-1.5786, 0.6528, -1.3391)
H (-3.8344, -0.0289, -2.2118)
C (0.8544, -0.0697, 3.3517)
O (0.4017, 0.3755, 1.9923)
C (0.1006, 1.6205, 1.6308)
S (1.1057, 2.4953, 0.4235)
C (2.7525, 2.1334, 1.0567)
C (3.4969, 3.1293, 1.6915)
C (4.7565, 2.8197, 2.2071)
C (5.2839, 1.5303, 2.0511)
C (4.5264, 0.5387, 1.4234)
C (3.2404, 0.8332, 0.9766)
O (0.9017, 1.8670, -0.8637)
O (0.9320, 3.9260, 0.5529)
S (-0.5698, 2.6946, 2.9139)
C (-1.6422, 3.8577, 2.0436)
C (-1.2786, 5.1912, 1.8590)
C (-2.1189, 6.0393, 1.1278)
C (-3.3166, 5.5551, 0.5995)
C (-3.6787, 4.2216, 0.8030)
C (-2.8516, 3.3760, 1.5437)
O (-1.4462, 1.9114, 3.7667)
O (0.5636, 3.4001, 3.4916)
H (1.2226, -1.0846, 3.1603)
H (1.6505, 0.5859, 3.7277)
H (-0.0235, -0.0888, 4.0050)
H (3.0656, 4.1233, 1.8042)
H (5.3246, 3.5852, 2.7322)
H (6.2857, 1.2950, 2.4120)
H (4.9154, -0.4697, 1.2756)
H (2.6067, 0.0499, 0.5638)
H (-0.3533, 5.5679, 2.2940)
H (-1.8276, 7.0794, 0.9884)
H (-3.9808, 6.2221, 0.0435)
H (-4.6151, 3.8349, 0.4061)
H (-3.1328, 2.3438, 1.7465)

Properties
E_tot	-72145.395	eV
net charge	-1
lowest unoccupied orbital energy	2.442	eV



The following is a quantum chemistry calculation of a structure of composition C29H31As2BFeN4O2S, from OMol25.

Cartesian coordinates (Å):
Fe (9.1137, 11.7955, 9.8305)
N (5.8820, 9.0023, 9.4880)
C (6.9564, 9.6844, 9.9626)
S (8.3397, 9.7671, 8.9228)
N (6.8988, 10.2350, 11.1255)
N (8.0199, 10.9860, 11.4786)
C (9.0990, 10.3260, 12.0662)
C (8.8226, 9.0910, 12.7793)
C (9.7243, 8.0196, 12.7547)
C (9.4593, 6.8590, 13.4554)
C (8.2849, 6.7267, 14.1796)
C (7.3744, 7.7736, 14.1962)
C (7.6317, 8.9390, 13.5029)
C (10.3753, 10.9363, 12.0592)
C (11.4328, 10.5547, 12.9223)
C (12.6109, 11.2530, 12.9014)
C (12.7532, 12.3564, 12.0471)
C (11.6892, 12.6768, 11.2353)
N (10.5662, 11.9794, 11.2060)
H (6.0555, 8.3982, 8.7059)
H (5.1874, 8.7175, 10.1597)
H (10.6217, 8.0899, 12.1555)
H (10.1711, 6.0439, 13.4234)
H (8.0767, 5.8120, 14.7192)
H (6.4591, 7.6773, 14.7681)
H (6.9217, 9.7539, 13.5248)
H (11.2842, 9.7473, 13.6220)
H (13.4221, 10.9712, 13.5605)
H (13.6497, 12.9572, 12.0439)
H (11.7195, 13.5329, 10.5644)
C (12.9169, 11.4703, 8.2742)
As (10.9268, 11.6186, 8.1348)
C (10.7363, 10.4535, 6.5535)
C (10.7572, 13.3190, 7.1567)
C (11.7672, 13.7399, 6.2978)
C (11.6578, 14.9218, 5.5890)
C (10.5324, 15.7104, 5.7451)
C (9.5179, 15.3014, 6.5940)
C (9.6059, 14.1021, 7.2966)
As (8.1810, 13.4776, 8.5223)
C (7.0879, 15.1197, 8.6765)
C (7.0184, 12.6132, 7.1779)
H (13.3764, 11.2021, 7.3233)
H (13.1318, 10.6785, 8.9959)
H (13.3520, 12.3967, 8.6481)
H (11.2816, 10.8527, 5.6999)
H (9.6844, 10.3496, 6.2960)
H (11.1190, 9.4614, 6.7989)
H (12.6620, 13.1362, 6.1923)
H (12.4525, 15.2317, 4.9229)
H (10.4444, 16.6495, 5.2146)
H (8.6520, 15.9379, 6.7125)
H (6.7903, 15.4730, 7.6885)
H (7.6219, 15.9089, 9.2059)
H (6.1874, 14.8781, 9.2381)
H (6.8440, 13.2589, 6.3159)
H (6.0654, 12.3824, 7.6592)
H (7.4699, 11.6776, 6.8528)
O (6.5646, 12.9429, 11.1527)
B (7.8451, 12.4075, 11.4276)
O (8.6173, 13.3421, 12.1482)
C (7.7981, 14.4086, 12.3452)
C (8.0465, 15.5904, 13.0100)
C (7.0059, 16.5109, 13.0854)
C (5.7714, 16.2547, 12.5115)
C (5.5152, 15.0629, 11.8456)
C (6.5502, 14.1561, 11.7609)
H (9.0099, 15.7863, 13.4598)
H (7.1649, 17.4423, 13.6098)
H (4.9888, 16.9954, 12.5834)
H (4.5466, 14.8461, 11.4156)

Properties
E_tot	-208209.063	eV
multiplicity	5
energy above the lowest of the compared OMol25 structures with the same formula, charge and spin	5.3	kJ/mol
lowest unoccupied orbital energy (spin up / spin down)	0.605 / -0.820	eV



The following is a quantum chemistry calculation of a structure of composition C29H31As2BrCsIN4O7S, from OMol25.

Cartesian coordinates (Å):
Cs (0.3584, -2.7606, -3.0396)
C (0.9131, 4.2135, 3.2452)
As (1.0881, 3.5911, 1.3950)
C (-0.4318, 2.3154, 1.4260)
C (-0.1402, 4.8111, 0.3713)
C (-0.6922, 5.9744, 0.9418)
C (-1.6450, 6.7454, 0.3047)
C (-2.0499, 6.3893, -0.9727)
C (-1.4253, 5.3340, -1.5934)
C (-0.4470, 4.4983, -0.9440)
As (0.4567, 3.0203, -1.8210)
C (-0.7044, 2.7098, -3.4019)
C (1.9027, 4.0899, -2.7328)
H (-0.0191, 4.6483, 3.4790)
H (1.7074, 4.9261, 3.5904)
H (1.0791, 3.3377, 3.7933)
H (-1.1341, 2.7104, 2.2011)
H (-0.0218, 1.3333, 1.7074)
H (-0.8936, 2.2377, 0.4107)
H (-0.4691, 6.1503, 2.0211)
H (-2.2475, 7.4614, 0.8692)
H (-2.8267, 6.7904, -1.5108)
H (-1.7328, 4.9460, -2.5623)
H (-0.5914, 3.4653, -4.1942)
H (-1.7156, 2.6698, -3.0451)
H (-0.5087, 1.7124, -3.8512)
H (1.4502, 5.0273, -3.1461)
H (2.3191, 3.4869, -3.5232)
H (2.7304, 4.4624, -2.1176)
C (0.0595, -6.8429, 5.0434)
C (0.3838, -5.5405, 4.3892)
C (0.5607, -4.3035, 5.0202)
C (0.9596, -3.2342, 4.2591)
C (1.0492, -3.2204, 2.8547)
C (0.7568, -4.4148, 2.2365)
C (0.5102, -5.5558, 2.9945)
S (1.5361, -1.6558, 2.0438)
O (0.3955, -0.7182, 2.2225)
O (2.7100, -1.3133, 2.8715)
N (1.7221, -2.0507, 0.6267)
C (2.7920, -2.9295, 0.2002)
C (2.3456, -3.7322, -1.0546)
O (2.8984, -3.4310, -2.1443)
O (1.4187, -4.5822, -0.9588)
H (0.6423, -7.5733, 4.4468)
H (-0.9967, -6.9985, 5.2281)
H (0.4807, -6.7371, 6.0896)
H (0.4847, -4.1782, 6.0942)
H (1.0626, -2.3515, 4.8627)
H (0.7687, -4.4368, 1.1400)
H (0.2213, -6.4737, 2.4462)
H (3.0236, -3.7310, 0.8780)
H (3.7658, -2.3069, -0.1522)
O (-1.4376, -1.6210, -0.5415)
C (-1.5718, -0.4921, -0.3910)
I (2.7811, 2.7088, 7.5605)
C (1.3835, 1.9957, 6.1552)
C (1.4953, 0.9964, 5.1587)
N (0.2474, 0.8688, 4.6498)
N (-0.6231, 1.6940, 5.2328)
C (0.0139, 2.2926, 6.2119)
H (2.2783, 0.4061, 4.7688)
H (0.0565, 0.3244, 3.7701)
H (-0.5409, 2.8810, 6.9253)
Br (-1.6971, -5.0743, -9.5921)
C (-2.2956, -3.6043, -8.5564)
C (-3.5867, -3.4316, -8.3047)
N (-4.0679, -2.3148, -7.7647)
C (-3.1925, -1.4500, -7.2539)
C (-1.8618, -1.6798, -7.1594)
C (-1.3849, -2.7453, -7.9520)
C (-0.7942, -0.9140, -6.3310)
O (0.2767, -1.5377, -6.1751)
O (-1.0703, 0.1820, -5.8855)
H (-4.3679, -4.1171, -8.6303)
H (-3.5959, -0.5215, -6.7347)
H (-0.3046, -2.8323, -8.0989)

Properties
E_tot	-262072.509	eV
energy above the lowest of the compared OMol25 structures with the same formula, charge and spin	84.8	kJ/mol
net charge	-2
lowest unoccupied orbital energy	3.163	eV



The following is a quantum chemistry calculation of a structure of composition C29H31As2NO5RhSe, from OMol25.

Cartesian coordinates (Å):
Rh (0.1561, -2.1686, -0.6503)
C (1.7312, 0.7684, 1.1260)
C (1.0767, 1.3003, -0.1399)
As (-0.8250, 1.7369, -0.1236)
C (-1.0274, 1.8896, -2.0852)
C (-2.1463, 1.2848, -2.6508)
C (-2.3709, 1.3614, -4.0212)
C (-1.5617, 2.2025, -4.8171)
C (-0.4720, 2.8106, -4.1647)
C (-0.2508, 2.7273, -2.8188)
C (-0.6167, 3.5743, 0.5451)
C (0.5774, 4.2382, 0.6047)
C (0.6530, 5.4718, 1.1717)
C (-0.4524, 6.1048, 1.7303)
C (-1.6825, 5.4669, 1.6613)
C (-1.7284, 4.2126, 1.0607)
As (0.8504, -0.9469, 1.4933)
C (-0.2799, -0.7825, 3.0059)
C (-1.1310, -1.9523, 3.1954)
C (-1.7352, -2.0057, 4.5493)
C (-1.7693, -0.9417, 5.3413)
C (-1.3581, 0.3161, 4.9158)
C (-0.4564, 0.3432, 3.7877)
C (2.0600, -2.1757, 2.2467)
C (2.1739, -2.3784, 3.5966)
C (3.2111, -3.1677, 4.1072)
C (4.1284, -3.7322, 3.1700)
C (3.9768, -3.5687, 1.8176)
C (2.9390, -2.7852, 1.3310)
H (1.6483, 1.3140, 2.0481)
H (2.8004, 0.5011, 0.9564)
H (1.1658, 0.4874, -0.9210)
H (1.7591, 2.0664, -0.4785)
H (-2.7463, 0.6269, -2.0329)
H (-3.3184, 0.9368, -4.4252)
H (-1.6778, 2.3589, -5.8870)
H (0.1689, 3.5619, -4.7407)
H (0.6567, 3.3031, -2.4774)
H (1.5021, 3.7842, 0.2303)
H (1.5848, 5.9862, 1.3031)
H (-0.3097, 7.0483, 2.2136)
H (-2.5993, 5.7800, 2.1942)
H (-2.7152, 3.6925, 1.0056)
H (-0.5710, -2.8595, 2.9640)
H (-2.0741, -2.9478, 4.8933)
H (-2.1766, -1.0385, 6.3401)
H (-1.4602, 1.1278, 5.6039)
H (0.1865, 1.2026, 3.7002)
H (1.6399, -1.7992, 4.3000)
H (3.4127, -3.1672, 5.1202)
H (4.8421, -4.4057, 3.5434)
H (4.6585, -4.0995, 1.1609)
H (2.7464, -2.7660, 0.2847)
O (-1.9310, -1.4821, -0.4022)
Se (-2.2673, -2.7067, 0.7044)
O (-3.7537, -3.2562, 0.4653)
O (-2.2648, -1.9374, 2.2613)
O (-0.8176, -3.6153, 0.7062)
C (0.1057, -0.8925, -5.1176)
N (-0.1549, -2.2803, -4.8202)
C (-0.6871, -3.1559, -5.8789)
C (0.2315, -2.7848, -3.6760)
O (0.8050, -2.2089, -2.7222)
H (-0.4819, -0.3002, -4.4663)
H (-0.1729, -0.6952, -6.1519)
H (1.1798, -0.6949, -5.0650)
H (-0.2560, -2.8414, -6.7491)
H (-1.7811, -3.0158, -5.8664)
H (-0.4486, -4.1816, -5.6433)
H (-0.0990, -3.8495, -3.4634)

Properties
E_tot	-232321.017	eV
multiplicity	5
energy above the lowest of the compared OMol25 structures with the same formula, charge and spin	137.1	kJ/mol
net charge	+1
lowest unoccupied orbital energy (spin up / spin down)	-2.416 / -4.612	eV



| no. | F_max (eV/Å) |
| --- | --- |
| 1 | 4.35 |
| 2 | 2.06 |
| 3 | 3.58 |
| 4 | 3.79 |